(a)
The ion C12H17N2O with charge +1, computed with ωB97M-V/def2-TZVPD.

Each line ends with the Löwdin charge.
Element x y z (Å)
C1 -3.31735 -1.87903 0.34536  0.080
C2 -2.05305 -1.04058 0.21062  -0.236
N1 -2.06406 0.16401 -0.29015  0.145
C3 -0.78621 0.78112 -0.40369  -0.444
C4 -0.26232 0.93437 -1.80946  -0.015
C5 -1.02742 2.26110 0.16680  0.007
C6 0.01298 -0.23517 0.50389  -0.222
O1 -0.30222 0.42303 2.05421  -0.063
C7 1.47192 -0.33331 0.44328  -0.202
C8 2.16902 0.86371 0.20783  0.004
C9 3.59026 0.73833 0.33765  -0.019
C10 4.20116 -0.51003 0.23902  -0.049
C11 3.42476 -1.64620 0.13596  -0.030
C12 2.05740 -1.54078 0.35697  -0.023
N2 -0.81298 -1.35879 0.56886  0.180
H1 -3.66335 -2.12432 -0.65228  0.109
H2 -3.93137 -1.15431 0.75088  0.075
H3 -3.31072 -2.74072 0.94975  0.086
H4 -2.85596 0.59821 -0.85575  0.226
H5 0.78780 1.28073 -1.70094  0.093
H6 -0.97578 1.31970 -2.62934  0.130
H7 -0.30740 -0.07618 -2.29706  0.103
H8 -2.06240 2.54435 -0.02813  0.080
H9 -0.28191 2.94938 -0.27276  0.086
H10 -0.86499 2.21439 1.33042  0.116
H11 0.49972 0.79618 2.35004  0.039
H12 1.58673 1.76745 0.19494  0.105
H13 4.08618 1.65225 0.10624  0.104
H14 5.26933 -0.60480 0.08683  0.118
H15 3.74183 -2.64226 -0.01481  0.107
H16 1.42993 -2.33953 0.33068  0.083
H17 -0.57933 -2.20702 1.18500  0.230

## Properties
Gap between HOMO and LUMO (eV): 9.61
Net charge: +1
E_HOMO (eV): -12.72
Structure (SMILES): CC1=[NH+]C(C)(C)[C@](O)(c2ccccc2)N1

---

(b)
The ion C12H17N2O with charge +1, computed with ωB97M-V/def2-TZVPD.

Each line ends with the Löwdin charge.
Element x y z (Å)
C1 -2.89812 -1.43710 0.31174  -0.050
C2 -2.24553 -0.09474 0.47458  -0.329
C3 -1.50796 -0.03509 1.87383  -0.025
C4 -1.21691 0.09992 -0.61316  -0.407
C5 -1.50999 -0.03568 -2.06249  0.017
N1 -0.56786 1.38480 -0.43712  0.150
C6 0.72967 1.72471 -0.26704  -0.245
N2 1.03910 2.96487 0.00152  0.227
C7 1.66324 0.60761 -0.14646  -0.058
C8 3.04521 0.73836 0.09621  -0.012
C9 3.80891 -0.39947 0.22115  -0.071
C10 3.27987 -1.67378 0.16428  -0.039
C11 1.98545 -1.80305 -0.19668  0.002
C12 1.16122 -0.72237 -0.25160  -0.218
O1 -0.15014 -0.98270 -0.27440  0.018
H1 -3.77424 -1.40873 0.89944  0.072
H2 -2.19345 -2.13889 0.60062  0.061
H3 -3.38504 -1.70140 -0.75196  0.146
H4 -3.03594 0.63696 0.37284  0.144
H5 -0.90391 -0.92683 2.06673  0.083
H6 -2.33615 -0.15789 2.65296  0.113
H7 -0.86885 0.76993 2.19819  0.068
H8 -1.82902 -1.02199 -2.44652  0.111
H9 -0.61373 0.15752 -2.58032  0.089
H10 -2.43551 0.45670 -2.28660  0.102
H11 -1.33614 2.15531 -0.42948  0.224
H12 2.05596 3.08878 0.28414  0.165
H13 0.34110 3.62931 -0.24090  0.130
H14 3.46216 1.73524 0.22282  0.113
H15 4.87762 -0.24803 0.54139  0.137
H16 3.87035 -2.57797 0.28993  0.132
H17 1.48864 -2.78427 -0.28763  0.151

## Properties
Gap between HOMO and LUMO (eV): 8.44
Net charge: +1
E_HOMO (eV): -12.27
Structure (SMILES): CC(C)[C@@]1(C)NC(=[NH2+])c2ccccc2O1

---

Calculated relative energies: (a) 1.057; (b) 0.000, given in eV

---

(a)
A structure of composition C3H5LiO4Tl, computed with ωB97M-V/def2-TZVPD.

Each line ends with the Mulliken spin population.
Element x y z (Å)
Li1 1.85422 -2.13876 0.74692  0.002
O1 1.45102 -0.77144 1.78089  0.000
C1 0.90204 0.42826 1.67555  0.003
H1 1.51121 1.27927 2.04870  0.000
H2 -0.14805 0.47192 2.03759  0.008
C2 0.68720 0.68138 -0.13096  0.002
O2 -0.71868 0.38668 -0.30857  -0.047
C3 -1.11534 -0.79176 -0.73725  0.003
O3 -0.45416 -1.79781 -0.69253  0.003
O4 -2.21122 -0.55103 -1.45311  -0.001
Tl1 -2.17390 2.46080 -1.34216  1.020
H3 1.65926 0.20161 -0.31724  -0.003
H4 0.98932 1.21860 -1.04677  0.011
H5 -2.23292 -1.07772 -2.26106  0.000

## Properties
Gap between HOMO and LUMO (spin up / spin down) (eV): 3.88 / 7.79
Spin multiplicity: 2
E_HOMO (spin up / spin down) (eV): -4.51 / -8.43

---

(b)
A structure of composition C3H5LiO4Tl, computed with ωB97M-V/def2-TZVPD.

Each line ends with the Mulliken spin population.
Element x y z (Å)
O1 2.34262 -1.26757 0.11977  0.037
C1 2.03338 -0.46867 -0.82888  0.027
O2 1.26098 -1.22120 -1.65806  0.004
O3 1.55828 0.68956 -0.66191  -0.029
Li1 2.57764 -2.65845 -1.22865  0.001
C2 -1.03035 0.37270 -0.09813  0.699
C3 -1.12900 1.61527 0.76439  0.004
H1 0.13258 -0.80608 -1.28560  0.042
H2 -1.40643 0.56271 -1.11907  0.027
H3 -0.61248 1.44623 1.72384  0.015
H4 -0.72226 2.49701 0.25025  -0.001
H5 -2.18021 1.86375 0.99530  0.032
O4 -1.84285 -0.81182 0.64733  0.158
Tl1 -0.98191 -1.81344 2.37942  -0.016

## Properties
Gap between HOMO and LUMO (spin up / spin down) (eV): 6.78 / 7.85
Spin multiplicity: 2
E_HOMO (spin up / spin down) (eV): -7.59 / -8.67

---

Calculated relative energies: (a) 0.000; (b) 0.450, given in eV

---

(a)
The molecule C7H11PS2, computed with ωB97M-V/def2-TZVPD.

Each line ends with the Löwdin charge.
Element x y z (Å)
C1 -3.80727 -0.99270 0.15290  -0.475
S1 -2.08097 -1.33909 0.61437  0.560
P1 -1.16350 0.47253 0.04764  0.141
S2 -2.35494 1.96909 -0.27950  0.199
C2 0.32176 0.62893 1.38981  -0.156
C3 1.61398 0.72142 1.08190  -0.231
C4 3.15727 0.42966 1.08778  0.022
C5 2.28484 0.54215 -0.20182  -0.268
C6 1.48803 -0.51534 -0.96728  -0.202
C7 0.08258 0.04343 -1.34278  -0.327
H1 -3.96254 0.08646 0.14823  -0.050
H2 -4.44170 -1.46324 0.89770  0.025
H3 -4.01073 -1.41243 -0.82859  0.030
H4 -0.04521 0.58156 2.40862  0.050
H5 3.46371 -0.52634 1.47458  0.090
H6 3.79851 1.27238 1.26715  0.088
H7 2.52199 1.40835 -0.81159  0.139
H8 1.36878 -1.40532 -0.34525  0.115
H9 1.97933 -0.80911 -1.89848  0.105
H10 0.20149 0.98047 -1.89392  0.073
H11 -0.41540 -0.67283 -2.00147  0.072

## Properties
Gap between HOMO and LUMO (eV): 9.24
E_HOMO (eV): -8.59
Structure (SMILES): CS[P@@]1(=S)C=C2C[C@H]2CC1

---

(b)
The molecule C7H11PS2, computed with ωB97M-V/def2-TZVPD.

Each line ends with the Löwdin charge.
Element x y z (Å)
C1 2.24226 1.82796 2.37349  -0.529
S1 1.16685 1.78445 0.92207  0.536
P1 1.63460 -0.26596 0.68352  0.753
C2 1.21220 -0.55215 -0.99959  -0.320
C3 -0.08332 -0.82335 -1.19521  -0.400
C4 -0.65823 -0.83074 -2.57602  -0.044
C5 -0.95886 -0.75176 0.00621  -0.770
C6 -2.14435 0.25062 -0.11258  -0.056
S2 -1.21618 -2.49335 0.70728  0.831
C7 -0.18992 -0.99736 1.19185  -0.614
H1 3.20154 2.10530 2.05293  -0.004
H2 2.32341 0.78900 2.70635  -0.027
H3 1.83228 2.49228 3.20982  0.063
H4 1.97052 -0.59856 -1.67119  0.037
H5 0.12144 -0.64674 -3.30853  0.076
H6 -1.61270 -0.24132 -2.77187  0.103
H7 -0.89601 -1.91601 -2.64085  0.096
H8 -2.78094 -0.25907 -0.84637  0.064
H9 -1.89703 1.33287 -0.45832  0.120
H10 -2.85365 0.24611 0.69424  0.065
H11 -0.41390 -0.45223 2.03275  0.021

## Properties
Gap between HOMO and LUMO (eV): 8.65
E_HOMO (eV): -8.26
Structure (SMILES): CSP1C=C(C)[C@@]2(C)S[C@@H]12

---

Calculated relative energies: (a) 0.000; (b) 0.639, given in eV

---

(a)
A cluster of 2 separate species, C2H6O in total, computed with ωB97M-V/def2-TZVPD.

Each line ends with the Löwdin charge.
Element x y z (Å)
C1 2.06946 0.16241 0.89278  -0.134
O1 1.76632 -0.26805 -0.18425  -0.004
H1 3.04856 0.53734 1.09590  0.064
H2 1.33317 0.23013 1.70109  0.079
C2 -1.59616 -0.12818 -0.71494  -0.048
H3 -1.26836 -1.08768 -0.41052  0.001
H4 -0.84876 0.62670 -0.89644  0.008
H5 -2.25384 0.23567 0.08357  0.018
H6 -2.25040 -0.30835 -1.56720  0.016

## Properties
Gap between HOMO and LUMO (eV): 11.17
E_HOMO (eV): -10.28
Structure (SMILES): C=O.C

---

(b)
A cluster of 2 separate species, C2H6O in total, computed with ωB97M-V/def2-TZVPD.

Each line ends with the Löwdin charge.
Element x y z (Å)
C1 0.47082 1.27802 -0.50875  -0.097
C2 0.26295 1.54490 0.77320  -0.092
H1 1.03909 0.38730 -0.80013  0.045
H2 0.12060 1.94255 -1.30685  0.049
H3 0.60347 0.93510 1.61783  0.052
H4 -0.33925 2.43308 0.99614  0.047
O1 -0.67420 -3.08370 0.05854  -0.092
H5 -0.39626 -3.24649 -0.87125  0.046
H6 -1.08719 -2.19073 0.04124  0.041

## Properties
Gap between HOMO and LUMO (eV): 11.27
E_HOMO (eV): -10.37
Structure (SMILES): C=C.O

---

Calculated relative energies: (a) 0.072; (b) 0.000, given in eV

---

(a)
A cluster of 2 separate species, C2H6O in total, computed with ωB97M-V/def2-TZVPD.

Each line ends with the Löwdin charge.
Element x y z (Å)
H1 1.59734 -0.79901 0.74515  0.030
H2 1.42938 -1.41541 1.10304  0.060
C1 0.39900 0.34190 -0.89157  -0.043
C2 -0.55461 0.11841 0.01932  -0.319
O1 -1.66140 0.90590 0.06582  -0.002
H3 0.45805 1.31909 -1.35720  0.058
H4 1.03348 -0.44182 -1.30394  0.048
H5 -0.51844 -0.64879 0.79800  0.075
H6 -2.18280 0.61973 0.82138  0.094

## Properties
Gap between HOMO and LUMO (eV): 9.65
E_HOMO (eV): -8.82
Structure (SMILES): [H][H].C=CO

---

(b)
A structure of composition C2H6O, computed with ωB97M-V/def2-TZVPD.

Each line ends with the Löwdin charge.
Element x y z (Å)
C1 -1.17171 0.31834 0.13742  -0.101
O1 0.01210 0.85673 0.09311  -0.201
C2 1.06027 0.35229 -0.48966  -0.102
H1 -0.09043 -1.28349 1.02694  0.060
H2 -1.90408 0.88782 0.69048  0.070
H3 -1.43917 -0.42302 -0.60869  0.073
H4 0.92012 -0.38709 -1.27167  0.073
H5 0.65489 -1.26635 0.81449  0.059
H6 1.95801 0.94476 -0.39242  0.070

## Properties
Gap between HOMO and LUMO (spin up / spin down) (eV): 8.39 / 8.39
E_HOMO (spin up / spin down) (eV): -7.66 / -7.66

---

Calculated relative energies: (a) 0.000; (b) 2.323, given in eV

---

(a)
A cluster of 2 separate species, C2H6O in total, computed with ωB97M-V/def2-TZVPD.

Each line ends with the Löwdin charge.
Element x y z (Å)
C1 -0.25429 0.86516 1.09104  -0.106
C2 -0.82588 0.66855 -0.06102  -0.111
H1 -0.61213 0.48196 1.97447  0.012
H2 0.57715 1.68508 1.23301  0.094
H3 -0.47589 1.19410 -1.02724  0.085
H4 -1.64957 -0.00211 -0.18924  0.043
O1 0.93479 -2.00102 -1.06132  -0.067
H5 1.28572 -1.52219 -0.23894  0.073
H6 1.02010 -1.36952 -1.72075  -0.023

## Properties
Gap between HOMO and LUMO (eV): 11.53
E_HOMO (eV): -10.49
Structure (SMILES): C=C.O

---

(b)
The molecule C2H6O, computed with ωB97M-V/def2-TZVPD.

Each line ends with the Löwdin charge.
Element x y z (Å)
C1 -0.88606 -0.32903 0.08589  -0.100
C2 0.33568 0.57036 0.07599  -0.232
O1 1.65492 -0.24074 0.07101  -0.130
H1 -1.32699 -0.42204 -0.90336  0.066
H2 -0.61586 -1.32053 0.44139  0.074
H3 -1.63550 0.07627 0.76250  0.069
H4 0.44035 1.12455 1.00635  0.101
H5 0.37008 1.25304 -0.77113  0.099
H6 1.66339 -0.71187 -0.76864  0.054

## Properties
Gap between HOMO and LUMO (eV): 11.53
E_HOMO (eV): -10.44
Structure (SMILES): CCO

---

Calculated relative energies: (a) 0.813; (b) 0.000, given in eV

---

(a)
The ion C9H17IN2P with charge +1, computed with ωB97M-V/def2-TZVPD.

Each line ends with the Löwdin charge.
Element x y z (Å)
C1 0.30356 -3.02165 1.11346  -0.053
C2 -0.54501 -2.20292 0.17944  -0.398
C3 -0.50183 -2.99447 -1.18764  -0.028
N1 -0.14271 -0.82847 -0.05098  -0.069
C4 0.89953 -0.49393 -0.75626  -0.057
C5 1.06941 0.88184 -0.66435  -0.024
N2 0.04014 1.45007 -0.01381  0.019
C6 -0.05393 2.90687 0.19843  -0.468
C7 -0.33430 3.68027 -1.03744  -0.065
C8 1.04164 3.53651 0.96463  -0.065
C9 -0.86655 0.24507 0.43657  -0.412
P1 -2.35704 0.47676 1.43873  0.516
I1 -3.85585 -0.61295 -0.09824  0.480
H1 0.16386 -4.13937 1.03810  0.113
H2 0.25695 -2.65369 2.14996  0.087
H3 1.35105 -2.77890 0.81040  0.093
H4 -1.54225 -2.13602 0.67838  0.052
H5 0.28271 -2.63610 -1.89669  0.088
H6 -1.27612 -2.77426 -1.82182  0.027
H7 -0.53140 -4.16427 -1.10164  0.134
H8 1.79011 -1.13002 -0.92326  0.163
H9 1.83662 1.51912 -1.14843  0.163
H10 -0.96748 3.09407 0.83825  0.138
H11 -1.13473 3.35317 -1.70134  0.090
H12 0.58569 3.86627 -1.62607  0.087
H13 -0.45362 4.77795 -0.64874  0.138
H14 0.73435 4.23535 1.77676  0.104
H15 1.61026 4.16114 0.23788  0.084
H16 1.86403 2.74137 1.30529  0.134
H17 -2.18278 -0.85075 2.11287  -0.073

## Properties
Gap between HOMO and LUMO (eV): 8.57
Net charge: +1
E_HOMO (eV): -12.79
Structure (SMILES): CC(C)n1cc[n+](C(C)C)c1PI

---

(b)
The ion C9H17IN2P with charge +1, computed with ωB97M-V/def2-TZVPD.

Each line ends with the Löwdin charge.
Element x y z (Å)
C1 -1.47791 -3.29206 -0.26783  -0.023
C2 -1.68003 -1.80204 -0.79042  -0.392
C3 -1.75152 -1.77895 -2.32626  -0.049
N1 -0.57921 -0.96027 -0.39623  0.017
C4 0.57451 -0.83464 -1.00735  -0.058
C5 1.22314 0.32103 -0.60304  -0.027
N2 0.49628 1.03271 0.27076  -0.064
C6 0.74530 2.37766 0.89148  -0.360
C7 1.71560 3.30276 0.08225  -0.013
C8 1.17188 2.14517 2.34430  -0.053
C9 -0.67992 0.47827 0.51542  -0.407
P1 -1.96435 1.07788 1.57358  0.500
I1 -3.54762 1.65008 -0.12398  0.495
H1 -1.38178 -3.14278 0.75957  0.052
H2 -0.66319 -3.80002 -0.68291  0.051
H3 -2.31170 -4.00029 -0.57514  0.119
H4 -2.57325 -1.43719 -0.21063  0.114
H5 -2.82714 -1.96968 -2.64650  0.113
H6 -1.02438 -2.58753 -2.71205  0.117
H7 -1.54731 -0.82848 -2.73030  0.054
H8 0.98817 -1.79040 -1.38116  0.168
H9 2.28494 0.38169 -0.62073  0.130
H10 -0.25796 2.89601 0.78792  0.126
H11 1.41829 3.43122 -0.88979  0.052
H12 2.64549 2.79235 -0.28583  0.101
H13 1.88409 4.10197 0.72099  0.069
H14 0.34564 1.54407 2.74908  0.033
H15 1.08374 3.12293 2.99263  0.131
H16 2.28442 1.96307 2.38361  0.112
H17 -2.30725 -0.14450 2.01043  -0.110

## Properties
Gap between HOMO and LUMO (eV): 8.42
Net charge: +1
E_HOMO (eV): -12.71
Structure (SMILES): CC(C)n1cc[n+](C(C)C)c1PI

---

Calculated relative energies: (a) 0.000; (b) 0.797, given in eV